# 1
# C39H50BeN5O4

A structure of composition C39H50BeN5O4 in a non-equilibrium geometry (ωB97M-V/def2-TZVPD, the Open Molecules 2025 dataset).

Properties
* frontier orbital gap: 3.80 eV
* ΔE to the lowest compared entry with this formula, charge and spin: 68.6 kJ/mol
* LUMO: 1.652 eV
* total energy: -57297.7521 eV
* charge: -1

XYZ file:
```
99
Properties=species:S:1:pos:R:3:lowdin_charge:R:1
O 6.2415 12.7052 9.3990 0.06
O 10.9411 8.9940 8.4091 0.04
O 8.4847 12.9593 9.0574 -0.03
O 10.2154 7.4921 6.9163 0.03
N 10.0736 8.5179 7.6424 -0.29
N 8.2745 18.2363 9.2167 -0.06
N 10.7011 14.2640 9.6027 -0.01
N 8.9706 14.3440 11.5704 -0.05
N 8.1920 15.7635 9.4708 0.29
C 6.4858 12.2617 14.3245 -0.11
C 12.4139 14.0990 6.2907 -0.07
C 10.2298 14.7539 11.8159 -0.22
C 7.3427 12.3187 9.0348 -0.50
C 12.7690 13.0964 8.8889 -0.14
C 9.4290 10.1866 12.1583 -0.05
C 14.3204 12.9544 10.9299 -0.05
C 9.5326 13.4801 5.5251 -0.07
C 8.1488 13.7047 12.5059 -0.13
C 7.9412 18.9289 7.9237 -0.14
C 13.8011 12.9951 7.9117 -0.06
C 8.1806 16.9269 9.3085 -0.14
C 9.7727 11.6491 12.5990 -0.33
C 7.4668 10.9236 8.4421 -0.09
C 13.0660 12.3662 10.1646 -0.36
C 9.9985 14.5280 6.5664 -0.34
C 8.5196 12.3791 12.9891 -0.12
C 6.2705 15.5116 12.4860 -0.35
C 7.6878 8.5218 7.0575 0.00
C 8.7847 9.1711 7.6955 -0.16
C 7.2330 16.7412 12.5035 -0.07
C 9.3974 18.8892 9.9999 -0.11
C 7.6862 20.4139 8.0945 -0.18
C 6.8834 14.1708 12.8802 -0.14
C 9.1552 20.3949 10.1856 -0.18
C 10.1351 15.8225 5.7050 -0.09
C 11.1368 14.7684 10.7401 -0.24
C 11.5914 13.8550 8.5852 -0.11
C 8.7851 21.1861 8.8948 -0.19
C 11.3271 14.1442 7.1876 -0.12
C 13.2744 10.8621 9.8553 -0.06
C 8.7345 10.4074 8.2380 0.05
C 13.6278 13.5188 6.6517 -0.12
C 6.4649 9.0947 7.2410 -0.09
C 6.3191 10.2451 7.9967 0.00
C 6.1072 13.4486 13.7716 -0.09
C 7.7416 11.7586 13.9810 -0.06
C 5.4319 15.4490 11.1935 -0.08
C 10.7937 11.6508 13.8080 -0.05
Be 8.8868 14.2199 9.8212 0.02
H 14.2489 10.6652 9.3596 0.07
H 14.6953 12.4942 8.2434 0.09
H 6.7078 20.5967 8.5787 0.12
H 9.1476 16.1628 5.3443 0.08
H 9.2330 9.5651 13.0302 0.06
H 14.3774 12.5927 11.9351 0.05
H 10.2987 12.1717 11.7805 0.11
H 10.0243 20.8446 10.6019 0.09
H 14.4392 13.4224 5.9229 0.09
H 5.1354 13.8960 14.0352 0.11
H 9.6487 10.9445 8.5010 0.14
H 5.8518 11.7709 15.0715 0.09
H 4.5900 14.7339 11.3860 0.09
H 10.4505 11.0075 14.5841 0.05
H 11.7881 11.3438 13.5142 0.06
H 8.7789 18.7823 7.2376 0.12
H 9.3720 18.4499 11.0121 0.12
H 8.0797 10.8209 14.4339 0.10
H 7.6075 20.8603 7.0797 0.11
H 15.2187 12.6899 10.3819 0.06
H 8.4969 22.2101 9.1669 0.10
H 6.7378 17.5755 11.9445 0.07
H 7.0651 18.4232 7.5250 0.12
H 12.3007 14.5380 5.2949 0.09
H 10.7674 15.6081 4.8488 0.05
H 12.2377 12.4592 10.8438 0.09
H 12.0978 15.2723 10.8086 0.09
H 9.7015 21.3420 8.3006 0.11
H 5.5102 8.6752 6.8403 0.12
H 10.1302 13.3792 4.6300 0.07
H 10.8743 12.6507 14.2237 0.07
H 4.9682 16.4072 10.9320 0.06
H 8.5500 13.7238 5.1884 0.06
H 8.5632 10.1043 11.5212 0.06
H 14.2609 14.0557 10.9857 0.07
H 10.2590 9.7569 11.5630 0.08
H 7.4141 17.0093 13.5482 0.07
H 10.5795 15.0738 12.8249 0.10
H 8.1960 16.5446 12.0480 0.03
H 9.4789 12.5055 5.9506 0.06
H 7.8249 7.5723 6.4875 0.13
H 10.3789 18.7108 9.5053 0.14
H 10.6161 16.6513 6.2057 0.06
H 12.5261 10.4725 9.1466 0.06
H 9.2151 14.6420 7.3480 0.10
H 13.3044 10.3047 10.7885 0.07
H 5.9432 15.0853 10.3207 0.03
H 5.3561 10.6835 8.1902 0.11
H 8.3275 20.5149 10.9253 0.12
H 5.5390 15.7309 13.2730 0.11
```

---

# 2
# C18H40CoN5OP3

A structure of composition C18H40CoN5OP3 in a non-equilibrium geometry (ωB97M-V/def2-TZVPD, the Open Molecules 2025 dataset).

Properties
* frontier orbital gap (spin up / spin down): 8.50 / 4.56 eV
* ΔE to the lowest compared entry with this formula, charge and spin: 21.7 kJ/mol
* LUMO (spin up / spin down): -8.749 / -12.861 eV
* multiplicity: 5
* total energy: -94275.2068 eV
* charge: +3

XYZ file:
```
68
Properties=species:S:1:pos:R:3:lowdin_charge:R:1
Co 0.1141 -0.3225 0.0038 0.07
P -1.7242 -1.3713 -0.0763 0.73
P 1.2652 -0.6959 1.7189 0.74
P 1.2198 -1.1428 -1.5195 0.72
O -2.6101 1.5919 -2.0313 0.09
N -0.6885 3.7013 0.9845 -0.17
N -0.5388 1.5525 0.8412 -0.07
N -0.0892 2.6936 0.2850 0.07
N -1.0093 4.9175 0.3792 0.16
N -1.6351 3.2246 1.8859 0.19
C -0.3930 2.5170 -2.6602 0.01
C 2.6662 0.4896 1.8579 -0.21
C 2.8224 -0.2371 -1.6349 -0.23
C 1.7480 -2.9122 -1.4739 -0.20
C 0.4499 1.8893 -4.8220 -0.02
C 0.6396 -1.0642 -3.2506 -0.21
C 2.0607 -2.3692 1.9147 -0.19
C 0.6380 2.5575 -3.6017 -0.03
C -1.5600 -2.8337 0.9704 -0.22
C 0.4024 -0.5127 3.3390 -0.22
C -0.7874 1.3059 -5.1266 -0.03
C -3.2591 -0.6089 0.5208 -0.22
C -2.0160 4.1402 -5.6044 0.02
C -0.8358 4.7063 -5.3716 0.00
C -1.5775 1.7850 -2.9430 -0.25
C -1.7854 1.2250 -4.1807 -0.01
C -1.3968 1.9275 1.8185 -0.19
C -2.3386 -2.0404 -1.6793 -0.21
H 0.3709 0.5675 3.5744 0.05
H -2.7748 0.7949 -4.3343 0.16
H 3.1554 -2.2149 1.9393 0.07
H -0.7303 -3.4691 0.6649 0.05
H 0.9193 -3.5150 -1.0698 0.05
H 1.1271 -1.8664 -3.8281 0.08
H -1.6048 -2.7085 -2.1436 0.05
H -3.2014 -0.3752 1.5843 0.05
H 0.0433 4.3798 -5.9407 0.08
H -0.3186 3.1207 -1.7599 0.08
H 2.6814 0.8209 -1.3510 0.04
H -2.5442 -1.2106 -2.3695 0.04
H 1.7043 -2.7789 2.8785 0.07
H 3.1998 -0.2613 -2.6713 0.07
H 3.5743 -0.6847 -0.9641 0.06
H 2.2410 1.4661 2.1442 0.05
H -1.3674 -2.5593 2.0059 0.04
H -3.4793 0.3198 -0.0129 0.05
H 1.2273 1.9577 -5.5911 0.15
H 3.1712 0.5976 0.8824 0.03
H 3.3686 0.1346 2.6310 0.08
H 0.8951 -0.0797 -3.6773 0.02
H 2.6560 -3.0181 -0.8577 0.06
H 1.9414 -3.2357 -2.5097 0.07
H -2.0294 1.2642 2.3984 0.12
H 1.5584 3.0997 -3.3961 0.14
H -2.1338 1.4179 -1.2304 0.04
H -0.4497 -1.2426 -3.2689 0.03
H -1.3747 5.5303 1.1031 0.13
H 0.9864 -1.0648 4.0972 0.07
H -2.1088 3.3504 -6.3566 0.08
H -3.2795 -2.5839 -1.5114 0.08
H -0.6890 5.4817 -4.6074 0.09
H -0.2101 5.3175 -0.0980 0.12
H -2.9153 4.4097 -5.0470 0.09
H -4.1133 -1.2728 0.3706 0.08
H -0.9687 0.9053 -6.1282 0.15
H -2.4622 -3.4434 0.9569 0.08
H 1.7648 -3.0236 1.0727 0.01
H -0.6209 -0.9258 3.2516 0.04
```